Entry 1:
The following is a DFT calculation (ωB97M-V/def2-TZVPD) of a 4-piece molecular cluster, C15H30N4O5SSi overall at a distorted geometry.

XYZ file:
```
56
Properties=species:S:1:pos:R:3
C 4.48 -1.81 1.29
Si 3.60 -0.13 1.35
C 4.41 0.89 2.73
C 3.82 0.87 -0.25
C 1.86 -0.41 1.84
N 0.95 -0.40 0.56
C -0.19 -0.68 0.68
S -1.77 -0.92 0.85
C 1.38 0.75 2.77
O 1.31 1.91 2.27
O 1.14 0.45 3.97
H 3.85 -2.56 0.82
H 4.56 -2.12 2.32
H 5.49 -1.81 0.85
H 4.13 0.55 3.72
H 4.05 1.90 2.59
H 5.49 0.91 2.58
H 3.07 1.65 -0.29
H 3.81 0.28 -1.16
H 4.79 1.39 -0.23
C -2.55 0.65 -4.93
C -2.75 0.35 -3.45
O -3.85 0.47 -2.92
N -1.67 -0.04 -2.75
C -0.32 -0.23 -3.22
H -3.51 0.96 -5.35
H -1.84 1.46 -5.06
H -2.20 -0.24 -5.45
H -1.83 -0.23 -1.77
H -0.01 -1.26 -3.05
H 0.36 0.43 -2.67
H -0.24 0.00 -4.28
C -6.54 5.12 -5.02
C -5.73 3.84 -4.84
O -5.06 3.38 -5.75
N -5.79 3.25 -3.63
C -6.54 3.67 -2.46
H -6.39 5.47 -6.04
H -7.60 4.92 -4.87
H -6.21 5.89 -4.33
H -5.24 2.40 -3.55
H -5.86 3.84 -1.63
H -7.24 2.88 -2.17
H -7.10 4.58 -2.65
C 4.18 -5.01 4.52
C 2.97 -4.18 4.13
O 2.76 -3.83 2.99
N 2.11 -3.80 5.12
C 2.18 -4.09 6.53
H 4.75 -5.22 3.62
H 4.81 -4.47 5.23
H 3.86 -5.96 4.96
H 1.35 -3.23 4.78
H 1.27 -4.63 6.85
H 2.24 -3.16 7.10
H 3.04 -4.70 6.76
```

LUMO ... 3.78 eV
Total energy ... -1872.454720 Ha
Net charge ... -2
Frontier orbital gap ... 2.43 eV
HOMO energy ... 1.348 eV
Multiplicity ... 1

Entry 2:
The following is a DFT calculation (ωB97M-V/def2-TZVPD) of a 12-piece molecular cluster, C5H33N2O12 overall at a distorted geometry.

XYZ file:
```
52
Properties=species:S:1:pos:R:3
N -0.26 -0.02 0.39
C 0.09 -1.48 0.63
C -1.00 -2.37 0.02
C -2.39 -2.07 0.47
C -3.44 -1.78 -0.26
C 1.36 -1.81 -0.20
N 2.26 -2.80 -0.03
O 1.39 -1.01 -1.15
H 0.62 0.50 0.70
H -1.16 0.35 0.96
H -0.35 0.23 -0.64
H 0.22 -1.43 1.68
H -0.65 -3.42 0.04
H -0.92 -2.33 -1.11
H -2.62 -2.48 1.51
H -3.12 -1.71 -1.33
H -4.41 -1.64 0.13
H 2.17 -3.42 0.78
H 2.92 -3.17 -0.65
H 3.17 -0.56 -3.05
H 4.03 0.05 -1.89
O 3.42 0.31 -2.56
H 0.86 2.82 -2.14
H 0.07 3.55 -3.14
O 0.14 3.41 -2.21
H 4.03 -1.55 1.70
H 3.53 -0.44 2.73
O 3.26 -1.03 2.02
H 2.01 2.13 2.72
H 1.89 2.08 1.22
O 1.43 2.42 2.01
H -3.34 1.05 0.23
H -3.58 1.84 1.40
O -3.11 0.99 1.17
H -1.78 3.56 -1.57
H -1.63 2.57 -0.32
O -2.22 2.88 -1.03
H -0.39 -3.53 -2.38
H -0.99 -2.57 -3.11
O -0.36 -3.26 -3.30
H -1.55 2.83 2.12
H -0.19 2.69 1.73
O -1.08 2.38 1.41
H -2.95 0.09 -2.32
H -2.14 1.30 -2.09
O -2.08 0.38 -2.02
H 3.41 0.54 0.42
H 2.59 0.98 -0.77
O 2.68 1.19 0.16
H -0.05 0.63 4.37
H -1.57 0.18 4.74
O -0.97 0.75 4.33
```

LUMO ... -2.97 eV
Total energy ... -1222.405796 Ha
Net charge ... +1
Frontier orbital gap ... 9.93 eV
HOMO energy ... -12.900 eV
ΔE to the lowest compared entry with this formula, charge and spin ... 419.1 kJ/mol
Multiplicity ... 1

Entry 3:
The following is a DFT calculation (ωB97M-V/def2-TZVPD) of C4H7NO in the gas phase at a distorted geometry.

XYZ file:
```
13
Properties=species:S:1:pos:R:3
C -0.57 -1.02 0.34
C -0.61 0.56 0.54
C 0.62 0.96 -0.28
C 1.96 1.04 0.18
H -1.97 -0.85 -1.32
H -1.49 -2.38 -0.87
H -1.55 1.11 0.21
H -0.53 0.69 1.68
H 0.36 1.04 -1.42
H 2.77 1.32 -0.43
H 2.32 0.82 1.20
N -1.32 -1.39 -0.76
O 0.00 -1.90 0.94
```

LUMO ... 0.87 eV
Total energy ... -286.568448 Ha
Frontier orbital gap ... 10.11 eV
HOMO energy ... -9.244 eV
ΔE to the lowest compared entry with this formula, charge and spin ... 165.9 kJ/mol
Multiplicity ... 1
SMILES ... C=CCC(N)=O

Entry 4:
The following is a DFT calculation (ωB97M-V/def2-TZVPD) of C17H27N2O7P2STi as an isolated structure at a distorted geometry.

XYZ file:
```
57
Properties=species:S:1:pos:R:3
Ti 0.74 -0.30 2.51
O -0.03 -3.43 4.53
P 0.53 -2.11 5.16
O 0.26 -1.89 6.58
O 0.14 -0.97 4.12
O 2.14 -2.24 4.79
P 2.71 -1.69 3.39
O 4.17 -2.22 3.38
O 2.66 -0.15 3.26
O 1.82 -2.22 2.26
H -0.71 -3.83 5.12
H 4.38 -2.93 4.01
C 5.21 0.86 -3.44
C 4.23 1.54 -2.49
C 3.89 0.64 -1.29
C 3.18 1.34 -0.13
N 1.83 1.78 -0.42
C 0.78 0.93 -0.49
S 0.90 -0.69 0.06
N -0.38 1.36 -1.07
C -1.59 0.59 -1.32
C -1.62 -0.12 -2.68
C -1.54 0.83 -3.90
C -1.76 0.11 -5.23
H 5.51 1.54 -4.28
H 4.77 -0.04 -3.94
H 6.16 0.52 -2.99
H 3.32 1.78 -3.07
H 4.63 2.49 -2.14
H 4.81 0.24 -0.84
H 3.37 -0.32 -1.59
H 3.79 2.18 0.21
H 3.09 0.66 0.75
H 1.67 2.72 -0.75
H -0.37 2.23 -1.60
H -2.44 1.29 -1.16
H -1.61 -0.16 -0.50
H -2.59 -0.70 -2.71
H -0.82 -0.86 -2.78
H -0.58 1.32 -3.89
H -2.25 1.68 -3.79
H -1.04 -0.70 -5.38
H -1.63 0.77 -6.11
H -2.76 -0.40 -5.24
C -0.79 0.72 2.29
C -2.01 0.56 2.28
C -3.37 0.18 2.21
C -4.35 1.16 1.92
C -5.62 0.78 1.57
C -6.02 -0.56 1.56
C -5.11 -1.50 1.99
C -3.78 -1.15 2.26
H -4.01 2.19 1.94
H -6.35 1.56 1.32
H -7.03 -0.84 1.21
H -5.46 -2.54 2.05
H -3.06 -1.95 2.49
```

LUMO (alpha / beta) ... 0.13 / 0.16 eV
⟨S²⟩ ... 0.753
Total energy ... -3230.835448 Ha
Frontier orbital gap (alpha / beta) ... 7.53 / 8.57 eV
HOMO energy (alpha / beta) ... -7.398 / -8.405 eV
ΔE to the lowest compared entry with this formula, charge and spin ... 0.0 kJ/mol
Multiplicity ... 2

Entry 5:
The following is a DFT calculation (ωB97M-V/def2-TZVPD) of a 4-piece molecular cluster, C6H17NO3 overall at a distorted geometry.

XYZ file:
```
27
Properties=species:S:1:pos:R:3
C 0.78 0.71 -1.00
C 0.07 0.91 -2.11
N -0.81 -0.06 -2.66
C 1.39 1.81 -0.21
C 0.70 1.99 1.15
C 1.06 1.28 2.21
C 0.54 1.40 3.60
H 0.97 -0.33 -0.73
H 0.04 1.85 -2.65
H -0.38 -0.97 -2.76
H -1.36 0.23 -3.45
H 1.47 2.78 -0.70
H 2.39 1.56 0.09
H -0.09 2.73 1.25
H 1.78 0.47 2.04
H -0.34 0.76 3.77
H 1.23 0.92 4.30
H 0.25 2.37 3.98
H -0.98 -2.09 0.46
H 0.41 -2.34 1.06
O -0.40 -2.77 0.80
H -1.63 0.03 -0.52
H -1.77 0.24 0.97
O -1.61 -0.46 0.32
H -0.31 -3.25 -1.16
H -1.57 -2.87 -2.00
O -0.66 -3.17 -2.07
```

LUMO ... 0.69 eV
Total energy ... -519.239124 Ha
Frontier orbital gap ... 9.03 eV
HOMO energy ... -8.345 eV
ΔE to the lowest compared entry with this formula, charge and spin ... 230.0 kJ/mol
Multiplicity ... 1
SMILES ... C/C=C/C/C=C/N.O.O.O

Entry 6:
The following is a DFT calculation (ωB97M-V/def2-TZVPD) of C6H8O3 in the gas phase at a distorted geometry.

XYZ file:
```
17
Properties=species:S:1:pos:R:3
C 0.93 -1.42 0.23
C 0.40 -1.08 -1.19
C -0.37 0.11 -1.18
C 0.24 -0.45 1.19
C 0.86 0.77 0.82
C 0.51 1.10 -0.57
H 0.52 -2.49 0.40
H 2.06 -1.42 0.33
H -0.10 -1.88 -1.71
H 1.33 -1.02 -1.80
H -0.67 0.31 -2.16
H 0.21 -0.88 2.22
H 1.84 0.94 1.26
H 1.20 1.60 -1.38
O -1.55 0.00 -0.45
O -1.17 -0.60 0.86
O -0.02 1.94 0.46
```

LUMO ... 0.76 eV
Total energy ... -458.943377 Ha
Frontier orbital gap ... 10.17 eV
HOMO energy ... -9.415 eV
ΔE to the lowest compared entry with this formula, charge and spin ... 543.0 kJ/mol
Multiplicity ... 1
SMILES ... C1C[C@H]2OO[C@@H]1[C@@H]1O[C@@H]12

Entry 7:
The following is a DFT calculation (ωB97M-V/def2-TZVPD) of C29H27Br6N5O4 as an isolated structure at a distorted geometry.

XYZ file:
```
71
Properties=species:S:1:pos:R:3
C 3.03 0.83 0.79
Br 4.11 1.63 -0.76
Br 2.63 -1.18 0.73
Br 1.31 1.82 0.91
H 3.44 0.99 1.79
C 4.09 3.44 5.57
Br 2.73 2.30 6.43
Br 3.51 5.29 5.19
Br 4.57 2.86 3.73
H 4.96 3.53 6.21
C 1.08 -4.56 0.44
C 0.30 -3.42 0.43
C -0.84 -3.28 -0.34
C -1.16 -4.25 -1.27
C -0.39 -5.42 -1.23
C 0.66 -5.62 -0.39
N -2.30 -4.13 -2.25
O -2.97 -3.14 -2.08
O -2.45 -4.89 -3.15
H 1.83 -4.68 1.21
H 0.46 -2.61 1.13
H -1.49 -2.42 -0.30
H -0.61 -6.15 -2.00
H 1.33 -6.47 -0.42
C -1.37 4.68 -1.57
C -2.10 5.20 -2.59
C -1.66 4.85 -3.87
C -0.63 4.01 -4.14
C 0.13 3.52 -3.01
C -0.23 3.99 -1.71
N -0.38 3.48 -5.52
O 0.65 2.81 -5.67
O -1.22 3.54 -6.41
H -1.67 4.97 -0.57
H -3.00 5.78 -2.43
H -2.20 5.24 -4.72
H 0.95 2.83 -3.11
H 0.28 3.50 -0.90
N -0.12 -0.17 -2.17
C -0.79 -0.84 -3.18
C -0.11 -1.47 -4.22
C 1.28 -1.37 -4.25
C 1.97 -0.78 -3.14
C 1.23 -0.06 -2.18
H -1.87 -0.86 -3.15
H -0.67 -2.13 -4.87
H 1.88 -1.88 -4.99
H 3.05 -0.86 -3.18
H 1.67 0.59 -1.44
N -2.52 -0.54 1.81
C -1.97 0.26 0.91
C -2.60 1.24 0.18
C -4.00 1.23 0.18
C -4.61 0.42 1.10
C -3.86 -0.41 1.99
H -0.93 0.04 0.71
H -1.98 1.62 -0.62
H -4.44 1.91 -0.53
H -5.68 0.35 1.24
H -4.31 -1.11 2.68
N 1.83 -1.43 6.30
C 0.91 -0.49 6.05
C 0.44 -0.32 4.72
C 0.88 -1.16 3.69
C 1.85 -2.12 4.00
C 2.18 -2.25 5.31
H 0.55 0.13 6.86
H -0.20 0.48 4.39
H 0.63 -0.88 2.67
H 2.13 -2.91 3.32
H 2.78 -3.08 5.64
```

LUMO ... -1.18 eV
Total energy ... -17139.772070 Ha
Frontier orbital gap ... 8.31 eV
HOMO energy ... -9.495 eV
Multiplicity ... 1

Entry 8:
The following is a DFT calculation (ωB97M-V/def2-TZVPD) of C20H34N4O4 in the gas phase.

XYZ file:
```
62
Properties=species:S:1:pos:R:3
C -1.56 2.09 -1.05
C -2.33 3.38 -0.79
H -1.72 4.23 -1.11
C -2.75 3.54 0.67
N -1.64 3.46 1.62
C -0.68 4.55 1.50
H -0.98 5.43 2.10
C 0.72 4.10 1.91
C 1.76 5.18 1.66
H 1.79 5.44 0.60
H 1.51 6.08 2.22
H 2.75 4.85 1.96
H 0.74 3.83 2.97
H 0.98 3.20 1.34
H -0.64 4.86 0.46
C -2.12 3.31 2.98
H -1.34 3.65 3.66
C -2.44 1.85 3.32
N -1.33 0.99 2.98
C -1.41 0.14 1.94
C -0.49 -0.62 1.22
N 0.85 -0.71 1.27
H 1.31 -0.25 2.05
C 1.66 -1.63 0.49
C 1.50 -1.39 -1.01
H 1.75 -0.35 -1.25
C 2.42 -2.34 -1.78
N 2.14 -3.71 -1.43
C 1.53 -4.60 -2.25
O 1.21 -5.71 -1.92
O 1.35 -4.10 -3.50
C 0.76 -5.00 -4.44
C 1.78 -5.95 -5.03
H 2.18 -6.59 -4.25
H 2.60 -5.39 -5.49
H 1.31 -6.57 -5.79
H -0.04 -5.56 -3.94
H 0.33 -4.35 -5.21
C 2.24 -4.01 -0.02
C 1.31 -3.10 0.79
H 1.42 -3.31 1.85
H 0.28 -3.29 0.49
H 1.97 -5.05 0.11
H 3.28 -3.86 0.29
H 2.29 -2.21 -2.85
H 3.47 -2.13 -1.53
H 0.47 -1.58 -1.30
H 2.70 -1.45 0.77
C -1.55 -1.21 0.38
O -1.58 -1.99 -0.54
C -2.55 -0.39 1.18
O -3.75 -0.22 1.20
H -0.41 1.34 3.23
H -2.64 1.77 4.39
H -3.31 1.49 2.78
H -3.02 3.92 3.17
H -3.43 2.72 0.91
H -3.30 4.48 0.79
H -3.24 3.39 -1.40
H -0.70 2.03 -0.40
H -2.20 1.23 -0.85
H -1.23 2.04 -2.08
```

LUMO ... 0.27 eV
Total energy ... -1302.478937 Ha
Frontier orbital gap ... 8.17 eV
HOMO energy ... -7.901 eV
ΔE to the lowest compared entry with this formula, charge and spin ... 127.7 kJ/mol
Multiplicity ... 1
SMILES ... CCCN(CCC)CCNc1c(NC2CCN(C(=O)OCC)CC2)c(=O)c1=O

Entry 9:
The following is a DFT calculation (ωB97M-V/def2-TZVPD) of C6H10LiO6 as an isolated structure at a distorted geometry.

XYZ file:
```
23
Properties=species:S:1:pos:R:3
O -2.25 -0.70 2.43
C -2.22 0.26 1.70
O -1.15 0.93 1.29
C 0.17 0.37 1.54
C 1.20 1.03 0.65
C 0.80 1.24 -0.81
C 0.27 0.00 -1.50
O 1.42 -0.95 -1.55
C 1.29 -2.19 -1.74
O 0.17 -2.69 -2.14
O 2.30 -2.95 -1.54
H 0.11 -0.72 1.42
H 0.36 0.60 2.60
H 2.11 0.41 0.71
H 1.46 2.01 1.09
H 1.66 1.60 -1.38
H 0.02 2.00 -0.91
H -0.03 0.18 -2.53
H -0.54 -0.50 -0.95
H 2.16 -3.89 -1.72
Li -1.93 2.34 0.18
O -3.29 0.99 1.36
H -4.08 0.61 1.79
```

LUMO (alpha / beta) ... -7.12 / -12.57 eV
⟨S²⟩ ... 0.754
Total energy ... -692.958697 Ha
Net charge ... +2
Frontier orbital gap (alpha / beta) ... 11.25 / 5.80 eV
HOMO energy (alpha / beta) ... -18.369 / -18.369 eV
ΔE to the lowest compared entry with this formula, charge and spin ... 51.6 kJ/mol
Multiplicity ... 2

Entry 10:
The following is a DFT calculation (ωB97M-V/def2-TZVPD) of a 11-piece molecular cluster, C11H45N2O11PS overall at a distorted geometry.

XYZ file:
```
71
Properties=species:S:1:pos:R:3
N -2.56 0.32 2.43
C -1.34 0.63 2.05
O -0.27 1.11 1.12
P 0.22 -0.34 0.24
N -1.02 -0.13 -1.02
S 1.06 -2.07 -0.80
H 0.04 -1.17 1.43
H 1.54 0.30 0.07
H -1.11 -0.97 -1.64
H -1.95 0.17 -0.63
H 2.47 -1.87 -0.72
C -4.25 4.00 2.35
O -3.31 4.39 1.37
H -5.11 4.67 2.30
H -4.58 2.98 2.15
H -3.80 4.06 3.34
H -2.56 3.78 1.44
C 1.81 -2.82 3.24
O 2.45 -2.03 2.26
H 0.95 -2.28 3.63
H 1.48 -3.76 2.79
H 2.51 -3.03 4.06
H 3.21 -2.54 1.93
C -5.63 0.93 -0.27
O -4.27 1.20 -0.56
H -5.71 -0.06 0.17
H -6.01 1.67 0.43
H -6.21 0.96 -1.20
H -4.23 2.09 -0.95
C -4.36 7.11 -0.18
O -5.69 7.43 -0.53
H -4.21 6.04 -0.29
H -3.67 7.64 -0.85
H -4.17 7.41 0.85
H -5.79 8.39 -0.43
C 4.69 0.18 -2.46
O 4.10 -0.17 -1.22
H 4.74 -0.71 -3.09
H 4.08 0.94 -2.95
H 5.70 0.56 -2.29
H 4.07 0.64 -0.68
C 4.58 -4.70 -0.68
O 3.23 -4.51 -0.30
H 5.22 -4.15 0.01
H 4.83 -5.76 -0.63
H 4.73 -4.32 -1.69
H 2.68 -5.01 -0.93
C 0.64 -0.81 6.39
O 0.60 -2.22 6.37
H 1.34 -0.46 5.64
H -0.36 -0.41 6.17
H 0.96 -0.46 7.38
H -0.04 -2.50 7.05
C 8.20 -2.03 -1.31
O 7.40 -0.97 -1.81
H 9.05 -2.18 -1.98
H 8.57 -1.77 -0.31
H 7.61 -2.94 -1.26
H 6.66 -0.86 -1.20
C 1.49 -5.17 -4.31
O 0.90 -5.52 -3.07
H 1.54 -6.06 -4.94
H 0.88 -4.41 -4.80
H 2.50 -4.79 -4.14
H 0.87 -4.71 -2.53
C -6.28 3.43 -3.69
O -6.34 3.22 -2.29
H -6.70 2.56 -4.20
H -6.87 4.32 -3.95
H -5.24 3.56 -4.00
H -5.96 4.01 -1.87
```

LUMO ... -0.03 eV
Total energy ... -2122.479659 Ha
Frontier orbital gap ... 8.79 eV
HOMO energy ... -8.817 eV
Multiplicity ... 1
SMILES ... N#CO[PH2](N)S.CO.CO.CO.CO.CO.CO.CO.CO.CO.CO